The following is a DFT calculation (ωB97M-V/def2-TZVPD) of C15H15B3N2O6 as an isolated structure in a non-equilibrium geometry.

The geometry in XYZ format:
```
41
Properties=species:S:1:pos:R:3:forces:R:3:nbo_charge:R:1
O 5.61606 -1.00880 3.26185 -0.2 -0.5 -0.3 -0.4777
C 4.49463 -0.79269 3.46364 -0.5 1.0 1.6 0.8693
N 3.37229 -0.41912 3.84302 1.0 -0.5 -2.6 -0.7665
B 2.65795 0.10111 2.62513 0.4 0.0 0.2 1.2468
O 2.52572 1.52094 2.54861 -2.2 -1.6 0.4 -0.8760
B 1.11916 1.74521 2.60740 0.3 -0.9 -0.3 0.9529
O 0.25567 0.68654 2.23539 1.9 0.6 -0.9 -0.9052
B 0.89646 -0.16103 1.25417 -0.7 -0.4 0.0 1.2129
C 0.13166 -0.35447 -0.14089 0.3 0.1 0.4 -0.7970
C 1.05239 -0.23583 -1.43439 -0.4 0.2 -0.1 -0.4220
C 2.42905 0.45339 -1.19323 2.5 -0.1 -0.2 -0.0060
C 3.64025 -0.40786 -1.34050 0.4 2.0 0.6 -0.2199
C 4.99825 0.10959 -1.12099 -2.0 1.5 0.3 -0.2137
C 5.17091 1.52445 -0.74207 -2.2 -0.9 -0.5 -0.2336
C 3.99348 2.38684 -0.63324 -0.3 -1.7 -0.3 -0.2049
C 2.62925 1.87077 -0.85630 1.5 -1.8 -0.1 -0.2498
O 2.11779 -0.76946 1.63719 -0.7 2.4 1.2 -0.8901
H 0.63349 2.76417 2.97049 0.2 0.0 0.0 -0.0914
H -0.67890 0.42414 -0.19778 0.9 -0.9 0.2 0.2526
H -0.37645 -1.36619 -0.11176 0.4 1.1 -0.2 0.2541
H 1.16832 -1.27045 -1.87100 0.3 1.2 0.5 0.2205
H 0.46350 0.34452 -2.20205 0.7 -0.6 0.8 0.2354
H 3.50407 -1.48659 -1.61832 0.1 1.2 0.3 0.2177
H 5.89942 -0.54832 -1.23096 -1.1 0.7 0.1 0.2243
H 6.18690 1.93622 -0.53731 -1.0 -0.4 -0.3 0.2235
H 4.12893 3.46187 -0.34541 -0.2 -1.2 -0.3 0.2216
H 1.72738 2.52035 -0.74204 1.0 -0.5 -0.1 0.2197
C -6.41945 -1.30827 0.46247 0.0 0.0 0.0 -0.1748
C -5.14349 -1.09679 0.97114 -0.1 0.0 -0.2 -0.2095
C -4.08823 -0.82806 0.11056 0.2 0.0 0.1 -0.2070
C -4.32424 -0.76932 -1.25714 -0.5 -0.1 0.4 0.0803
C -5.59432 -0.98661 -1.77486 -0.1 0.0 -0.2 -0.2066
C -6.64420 -1.25761 -0.90828 0.1 0.0 0.1 -0.2100
N -3.21649 -0.46092 -2.16695 0.3 0.1 -0.4 0.5207
O -2.10970 -0.29460 -1.67635 -0.7 -0.1 -0.4 -0.3936
O -3.46282 -0.38448 -3.35693 0.1 0.0 0.4 -0.3663
H -7.24311 -1.51258 1.13770 0.1 0.0 -0.1 0.2213
H -4.97230 -1.13856 2.04026 0.0 0.0 -0.1 0.2256
H -3.09761 -0.66461 0.51718 0.0 0.0 -0.2 0.2486
H -5.78042 -0.94622 -2.84076 0.2 0.0 0.1 0.2493
H -7.63997 -1.42596 -1.30071 0.1 0.0 0.0 0.2245
```
Positions in Å, forces in eV/Å.

Values from the calculation:
**Calculated total energy**: -1216.26699 Eh
**Kohn-Sham gap**: 8.05 eV

=====

The following is a DFT calculation (ωB97M-V/def2-TZVPD) of an isolated ion of composition C4H10NO2 and charge +1 in a non-equilibrium geometry.

The geometry in XYZ format:
```
17
Properties=species:S:1:pos:R:3:forces:R:3:nbo_charge:R:1
C -2.63296 -0.44976 0.11142 0.2 0.5 -3.0 -0.6907
C -1.27298 0.20828 -0.05937 -1.5 0.4 -0.5 0.3891
O -1.12182 1.59461 -0.00256 -1.3 -0.8 0.9 -0.7040
C -0.22826 -0.48476 -0.48424 0.2 -1.3 0.9 -0.2054
N 1.03357 0.17435 -0.52542 1.1 0.0 -2.3 -0.5144
C 2.03989 -0.19279 0.44482 0.5 -0.9 4.0 0.0936
O 3.30082 0.19418 -0.03455 -0.7 -0.6 -0.5 -0.7085
H -3.01493 -0.45622 1.08200 -0.6 0.6 1.6 0.2514
H -3.30406 0.01306 -0.65307 0.1 0.3 1.0 0.2503
H -2.71937 -1.48109 -0.24011 1.0 -0.1 0.2 0.2598
H -1.92982 2.08494 0.33369 1.2 -1.1 -0.5 0.5294
H -0.09274 -1.54550 -0.69081 -0.9 0.3 0.3 0.2429
H 1.48348 -0.09485 -1.40534 0.1 0.3 -0.3 0.4416
H 0.84852 1.13538 -0.60111 0.0 2.2 0.1 0.4519
H 1.88284 0.27589 1.47573 -0.4 -0.4 -1.5 0.2072
H 1.74407 -1.28978 0.59843 1.6 1.0 -0.2 0.1840
H 3.98376 0.31403 0.65048 -0.7 -0.2 -0.1 0.5217
```
Positions in Å, forces in eV/Å.

Values from the calculation:
**Calculated total energy**: -363.34718 Eh
**SMILES**: C/C(O)=C/[NH2+]CO
**Total charge**: +1
**Energy relative to the best compared isomer or geometry (same formula, charge and spin)**: 2.408 eV
**Kohn-Sham gap**: 11.16 eV

=====

> Which value of calculated total energy does entry 1 give?

-1216.26699 Eh